No. 1
A 6-piece molecular cluster, C37H78BO19 overall in a non-equilibrium geometry, computed with wB97M-V/def2-TZVPD.

The value obtained for the largest force on an atom is 1.65 eV Å⁻¹. The gap between HOMO and LUMO is 6.76 eV. The total charge is -1.

Geometry as XYZ:
```
135
Properties=species:S:1:pos:R:3:lowdin_charge:R:1
C -5.59816 0.18239 -0.18593 -0.08
C -5.76383 0.96078 1.15227 -0.28
O -4.53866 1.39125 1.72113 -0.21
C -3.93015 2.43055 0.95754 -0.18
C -2.72692 2.97830 1.80734 -0.19
O -1.47547 2.45486 1.42179 -0.20
C -1.39124 1.03193 1.74773 -0.12
B 0.17904 0.47276 1.76071 -0.67
C 0.61520 0.61144 3.38723 -0.15
C 0.27528 1.97240 4.05573 -0.25
O 1.29789 2.30550 5.05770 -0.13
C 0.29796 -1.14664 1.54107 -0.14
C 0.09166 -1.76996 0.13558 -0.22
C -1.40012 -1.80041 -0.36992 -0.21
C -1.62936 -2.92472 -1.41641 -0.17
C -0.82042 -2.75278 -2.73086 -0.23
O -1.58044 -2.05678 -3.74472 -0.20
C -0.62856 -1.73192 -4.75449 -0.13
C 1.25544 1.42790 0.99877 -0.11
C 1.30071 1.57977 -0.55672 -0.37
C 2.52725 0.78981 -1.18884 -0.08
C 0.01183 1.31811 -1.38022 -0.07
H -4.76585 -0.54516 -0.17241 0.08
H -5.51044 0.88595 -1.03367 0.07
H -6.53185 -0.40407 -0.33425 0.07
H -6.21597 0.26456 1.89229 0.12
H -6.45736 1.82610 1.06280 0.12
H -4.64216 3.26863 0.76393 0.12
H -3.56461 2.02921 -0.01535 0.12
H -2.68062 4.07287 1.61897 0.12
H -2.88983 2.78454 2.89246 0.12
H -2.03406 0.52177 0.98790 0.08
H -1.89419 0.83619 2.73230 0.11
H 1.71370 0.41010 3.48057 0.09
H 0.10769 -0.19722 3.96766 0.09
H 0.22604 2.84243 3.37529 0.10
H -0.67151 1.92559 4.63716 0.11
H 2.05849 2.51170 4.51521 0.05
H -0.41685 -1.65637 2.24028 0.10
H 1.31419 -1.45056 1.90124 0.10
H 0.34629 -2.86336 0.22502 0.10
H 0.78725 -1.41258 -0.65239 0.08
H -1.74666 -0.82329 -0.75008 0.09
H -2.00639 -2.03596 0.53149 0.11
H -2.70785 -3.04809 -1.66117 0.10
H -1.31095 -3.90038 -0.98440 0.11
H -0.54263 -3.75377 -3.12681 0.12
H 0.09624 -2.15051 -2.54742 0.10
H -0.01442 -2.62602 -5.01041 0.08
H -1.11619 -1.32978 -5.65910 0.09
H 0.06458 -0.95863 -4.35849 0.09
H 2.27571 1.10805 1.33735 0.09
H 1.14306 2.45832 1.42184 0.09
H 1.56996 2.64347 -0.76356 0.10
H 3.13938 0.27904 -0.42328 0.06
H 3.18555 1.45948 -1.77924 0.06
H 2.17293 -0.00810 -1.88514 0.05
H -0.08429 0.30307 -1.81425 0.05
H -0.94727 1.55412 -0.88494 0.06
H 0.06005 2.00019 -2.26811 0.07
C -5.30023 4.96412 8.55174 -0.07
C -4.48265 5.35148 7.33507 -0.22
O -3.97254 4.20145 6.65635 0.04
C -4.86526 3.52036 5.93253 -0.61
O -6.02753 3.80113 5.80124 0.12
O -4.24531 2.47411 5.39570 0.01
C -5.10841 1.59691 4.66780 -0.04
H -4.71634 4.32281 9.21475 0.08
H -5.61297 5.85275 9.10284 0.08
H -6.19245 4.40540 8.26852 0.07
H -3.61321 5.92827 7.64987 0.12
H -5.05501 5.97568 6.64645 0.12
H -5.66731 2.13533 3.90642 0.09
H -5.78743 1.08828 5.35528 0.10
H -4.48643 0.85356 4.17719 0.09
C 2.83963 8.38862 -3.33888 -0.07
C 2.86455 6.96799 -3.86787 -0.22
O 2.43848 6.03011 -2.87669 0.04
C 1.12181 6.00104 -2.64477 -0.61
O 0.29477 6.67393 -3.20131 0.12
O 0.89368 5.11012 -1.68577 0.01
C -0.47151 5.04418 -1.26548 -0.03
H 3.42896 8.46470 -2.42309 0.08
H 3.24391 9.08113 -4.07928 0.08
H 1.82489 8.70290 -3.09450 0.07
H 3.88765 6.69382 -4.12524 0.12
H 2.26263 6.86381 -4.77247 0.12
H -1.13719 4.87022 -2.11023 0.10
H -0.74566 5.96349 -0.74625 0.10
H -0.56688 4.20889 -0.57165 0.08
C -6.44178 -8.07033 -1.51051 -0.07
C -7.25992 -6.97966 -0.84769 -0.22
O -6.58081 -5.72047 -0.87758 0.04
C -6.57501 -5.10088 -2.06034 -0.61
O -7.09408 -5.49982 -3.06820 0.12
O -5.88325 -3.97143 -1.92883 0.01
C -5.71264 -3.25088 -3.15066 -0.04
H -5.44941 -8.12960 -1.05975 0.08
H -6.93649 -9.03744 -1.40710 0.08
H -6.30028 -7.87022 -2.57265 0.07
H -7.40348 -7.22189 0.20513 0.12
H -8.24990 -6.88753 -1.29809 0.12
H -6.66958 -3.05503 -3.63346 0.09
H -5.05425 -3.80392 -3.82049 0.10
H -5.24290 -2.29922 -2.91155 0.09
C 5.50979 -4.32226 -0.93620 -0.06
C 3.99752 -4.35353 -1.03083 -0.21
O 3.51671 -3.44746 -2.03078 0.04
C 3.67195 -3.84216 -3.29242 -0.61
O 4.15561 -4.87958 -3.66071 0.12
O 3.20502 -2.87208 -4.08021 0.00
C 3.39745 -3.11896 -5.47145 -0.05
H 5.85959 -3.30158 -0.76995 0.08
H 5.85788 -4.95397 -0.11766 0.08
H 5.97379 -4.67258 -1.85888 0.07
H 3.56745 -4.02058 -0.08674 0.13
H 3.62335 -5.36136 -1.22004 0.12
H 2.98072 -4.08221 -5.76438 0.09
H 4.45910 -3.07255 -5.71650 0.10
H 2.87837 -2.33635 -6.02135 0.09
C 11.37546 -2.38956 1.76503 -0.07
C 10.80610 -3.17718 0.60156 -0.22
O 9.52733 -2.67413 0.20062 0.04
C 9.55188 -1.53110 -0.48840 -0.61
O 10.53563 -0.91641 -0.80126 0.12
O 8.29371 -1.18442 -0.75319 0.01
C 8.16588 0.08063 -1.40315 -0.04
H 10.66593 -2.36778 2.59422 0.08
H 12.30970 -2.83571 2.10954 0.08
H 11.57334 -1.35490 1.48487 0.07
H 10.64321 -4.21051 0.90710 0.12
H 11.49064 -3.19353 -0.24838 0.12
H 8.76941 0.12221 -2.30911 0.09
H 8.44709 0.88198 -0.71985 0.10
H 7.11943 0.20332 -1.67380 0.10
```


No. 2
C34H43AsMnN2P2S as an isolated structure, computed with wB97M-V/def2-TZVPD.

The value obtained for the largest force on an atom is 0.83 eV Å⁻¹. The gap between HOMO and LUMO (spin up / spin down) is 7.77 / 7.51 eV. The expectation value of S² is 3.81. The total charge is +2. The energy above the lowest of the compared OMol25 structures with the same formula, charge and spin is 68.8 kcal per mole. As for the spin multiplicity: 4.

Geometry as XYZ:
```
84
Properties=species:S:1:pos:R:3:lowdin_charge:R:1
Mn -0.30185 0.96643 -1.34575 0.20
S 2.14953 -0.20226 -1.03573 0.67
C 2.64934 -1.85103 -1.36211 -0.69
C 3.11569 -2.40146 -2.55269 -0.09
C 3.54644 -3.72321 -2.57139 -0.05
C 3.53303 -4.51309 -1.42736 -0.05
C 3.09398 -3.97845 -0.22262 -0.07
C 2.66086 -2.66492 -0.23148 -0.37
As 1.81270 -1.75378 1.23284 1.27
C 2.44841 -2.71077 2.77313 -0.35
C 3.80873 -2.98359 2.87256 -0.10
C 4.29245 -3.60842 4.01357 -0.05
C 3.42366 -3.95790 5.03716 -0.05
C 2.06653 -3.68140 4.93397 -0.06
C 1.57483 -3.04782 3.80264 -0.09
C -0.05952 -2.10181 1.06028 -0.33
C -0.48625 -3.41771 0.94719 -0.07
C -1.83965 -3.68623 0.78458 -0.05
C -2.75685 -2.64543 0.74832 -0.06
C -2.32391 -1.32996 0.87044 -0.08
C -0.97307 -1.05559 1.02096 -0.13
H 3.17979 -1.80755 -3.45299 0.10
H 3.91779 -4.14150 -3.49782 0.12
H 3.88387 -5.53473 -1.46843 0.12
H 3.10836 -4.56832 0.68491 0.11
H 4.49525 -2.72313 2.07529 0.11
H 5.34891 -3.82279 4.10139 0.12
H 3.80627 -4.44791 5.92237 0.12
H 1.39339 -3.95748 5.73417 0.12
H 0.51700 -2.82512 3.73144 0.11
H 0.22090 -4.23819 0.97966 0.12
H -2.17741 -4.70982 0.69609 0.12
H -3.81124 -2.86303 0.64004 0.12
H -3.04483 -0.52338 0.86978 0.08
H -0.62459 -0.03144 1.15063 0.06
C -2.56043 3.01224 -2.63140 -0.23
P -2.52857 1.42328 -1.74434 0.80
C -3.87780 1.59726 -0.52663 -0.23
C -3.21897 0.23009 -2.95671 -0.38
C -2.18195 -0.04265 -4.04899 -0.38
P -0.55435 -0.42341 -3.28586 0.80
C 0.59653 -0.35516 -4.68347 -0.22
C -0.67385 -2.17949 -2.83450 -0.21
H -3.53600 3.17328 -3.09334 0.06
H -1.79176 3.04514 -3.40359 0.05
H -2.34810 3.82727 -1.93905 0.05
H -4.67496 2.22555 -0.92679 0.06
H -3.52583 2.02378 0.41277 0.02
H -4.30335 0.61999 -0.29877 0.04
H -4.15218 0.61868 -3.37108 0.10
H -3.46874 -0.68621 -2.41383 0.08
H -2.04599 0.84613 -4.67104 0.08
H -2.50213 -0.84703 -4.71412 0.10
H 0.34697 -1.11887 -5.42156 0.07
H 1.61653 -0.49687 -4.33717 0.02
H 0.53123 0.62417 -5.15858 0.06
H -1.03155 -2.76161 -3.68548 0.07
H -1.35094 -2.31675 -1.98976 0.03
H 0.31053 -2.54506 -2.53901 0.03
N 1.62222 0.99961 2.59961 0.15
C 1.75432 -0.02561 2.09590 -0.31
C -2.75963 3.35809 3.06918 0.01
N -1.82979 3.84736 2.01121 -0.18
C -1.63404 5.32571 2.11249 0.03
C -0.51713 3.07369 2.03478 -0.12
C 0.33127 3.38112 0.84130 -0.28
C 1.29167 4.38361 0.95088 -0.04
C 2.15864 4.67106 -0.09414 -0.05
C 2.07844 3.92965 -1.26052 -0.05
C 1.11869 2.92679 -1.34723 -0.20
C 0.22277 2.61079 -0.32261 -0.20
H -3.70215 3.89326 2.99189 0.11
H -2.29571 3.55053 4.03354 0.12
H -2.90621 2.28911 2.93790 0.10
H -2.23975 3.65964 1.09506 0.15
H -1.15125 5.53370 3.06456 0.12
H -2.60926 5.80327 2.07002 0.11
H -1.00514 5.65043 1.28998 0.10
H -0.80097 2.02284 2.06269 0.10
H -0.03836 3.33374 2.97838 0.14
H 1.39439 4.93136 1.88183 0.12
H 2.90479 5.44620 0.01290 0.12
H 2.76172 4.11107 -2.07929 0.12
H 1.12757 2.34205 -2.28300 0.08
```


No. 3
An isolated molecule of C3H6N2O in a non-equilibrium geometry, computed with wB97M-V/def2-TZVPD.

The value obtained for the largest force on an atom is 1.92 eV Å⁻¹. The gap between HOMO and LUMO is 10.18 eV. Its SMILES is NC(=O)[C@H]1CN1. The total charge is 0. The energy above the lowest of the compared OMol25 structures with the same formula, charge and spin is 69.2 kcal per mole.

Geometry as XYZ:
```
12
Properties=species:S:1:pos:R:3:lowdin_charge:R:1
N 1.79677 0.56616 -0.51850 0.18
C 0.96216 0.21341 0.47941 -0.54
O 1.28101 -0.15379 1.59338 0.06
C -0.49677 0.27114 0.22010 -0.41
C -1.29466 -0.55122 -0.67182 0.00
N -1.02941 -0.80373 0.97365 0.06
H 2.78079 0.41170 -0.37823 0.11
H 1.41940 0.66523 -1.44743 0.10
H -0.97641 1.23613 0.38640 0.15
H -0.85493 -1.37943 -1.23426 0.09
H -2.12102 -0.07861 -1.22986 0.09
H -1.46692 -0.39699 1.82716 0.11
```